Formula: C4H2N2O
Source: the OMol25 dataset
Level of theory: ωB97M-V/def2-TZVPD

Positions of all 9 atoms, in Å:
C  0.688  -0.935  2.870
C  0.796  -0.573  0.244
C  -0.969  0.682  0.088
C  0.516  -0.582  1.548
N  0.589  -1.222  3.976
N  -0.016  0.103  -0.608
O  -1.135  0.509  1.340
H  1.684  -1.020  -0.298
H  -1.773  1.375  -0.441

Calculated values
Highest occupied orbital energy (Ha): -0.368
LUMO level (eV): -1.50
Maximum force (eV/Å): 3.4
E (Eh): -338.26013
Charge: 0
Relative energy (zero: lowest compared OMol25 entry of this formula, charge and spin) (kJ/mol): 213.44